{
  "formula": "C25H42BN9NbO3",
  "method": "ωB97M-V/def2-TZVPD",
  "symbols": ["Nb", "O", "O", "O", "N", "N", "N", "N", "N", "N", "N", "N", "N", "C", "C", "C", "C", "C", "C", "C", "C", "C", "C", "C", "C", "C", "C", "C", "C", "C", "C", "C", "C", "C", "C", "C", "C", "C", "B", "H", "H", "H", "H", "H", "H", "H", "H", "H", "H", "H", "H", "H", "H", "H", "H", "H", "H", "H", "H", "H", "H", "H", "H", "H", "H", "H", "H", "H", "H", "H", "H", "H", "H", "H", "H", "H", "H", "H", "H", "H", "H"],
  "coordinates": [[1.86, -1.77, -1.15], [1.99, -0.30, 0.26], [3.46, -1.32, 1.90], [3.91, 0.84, 1.08], [-3.82, -6.17, 1.15], [1.22, 2.01, -5.19], [-0.97, -5.03, 1.68], [-2.81, 7.24, 3.62], [-6.59, 4.79, 1.16], [-5.51, 1.58, -3.24], [6.71, -1.86, 6.13], [6.43, -3.57, -1.89], [3.50, 5.13, -4.91], [0.82, -4.77, -0.07], [-2.98, -0.39, -2.08], [3.66, 1.99, -4.29], [-0.63, 0.10, -1.88], [-1.38, -2.12, -1.59], [2.29, 1.99, -4.79], [1.01, -3.29, 0.32], [5.36, -0.28, 4.56], [1.17, 5.48, -3.83], [-3.42, 8.35, 5.89], [-0.50, -5.42, 0.35], [-2.69, -1.73, -1.82], [-4.06, -6.63, 0.13], [-5.76, 2.06, -2.23], [-5.67, 4.69, 1.84], [-1.93, 0.52, -2.11], [-0.31, -1.23, -1.59], [-6.03, 2.70, -0.95], [-3.08, 7.73, 4.62], [6.73, -2.72, 0.54], [6.60, -3.21, -0.82], [6.11, -1.17, 5.44], [-4.32, -7.21, -1.18], [2.48, 5.32, -4.42], [-4.51, 4.56, 2.71], [3.07, -0.28, 1.05], [-4.15, 5.54, 3.01], [-2.16, 1.56, -2.32], [1.23, 5.38, -2.74], [-3.74, -6.68, -1.93], [6.49, -3.52, 1.24], [3.72, 2.61, -3.40], [-4.05, -8.26, -1.18], [-3.98, -0.06, -2.24], [0.16, 0.84, -1.93], [4.31, 2.41, -5.06], [-0.34, -6.50, 0.39], [3.38, 1.64, 0.98], [3.62, -2.25, -0.80], [2.74, -1.50, 2.51], [3.97, 0.98, -4.04], [-4.79, 3.98, 3.59], [6.04, 0.30, 3.95], [6.03, -1.90, 0.70], [2.30, -0.71, -2.61], [-1.89, -5.43, 1.80], [4.70, -0.84, 3.91], [0.77, 6.46, -4.07], [1.63, -5.35, 0.37], [-1.20, -3.17, -1.39], [0.92, -4.90, -1.15], [-1.09, -4.03, 1.72], [7.74, -2.38, 0.73], [1.75, -3.07, -2.40], [-2.56, 8.87, 6.29], [-6.50, 3.67, -1.09], [-3.49, -2.46, -1.79], [-3.72, 4.04, 2.18], [0.08, -2.84, 0.64], [-6.68, 2.07, -0.35], [-1.25, -5.27, -0.44], [-5.38, -7.11, -1.43], [0.51, 4.70, -4.22], [-4.24, 9.05, 5.74], [-3.73, 7.58, 6.60], [4.76, 0.41, 5.16], [-5.09, 2.84, -0.42], [1.75, -3.26, 1.12]],
  "e_homo_ev": -4.963,
  "e_above_lowest_ev": 0.0000,
  "total_charge": -1,
  "e_lumo_ev": 1.3
}